Entry from the OMol25 dataset: a structure of composition C50H59N9PtS (the ωB97M-V functional and the def2-TZVPD basis).

Each line ends with the Löwdin spin population.
Atoms and positions in Å:
Pt: 0.0809 0.5399 -1.3104  0.66
C: -2.6070 6.1177 -1.2174  0.00
C: -3.4236 4.9314 -0.6762  0.00
C: -2.9220 3.6336 -1.2191  0.03
C: -3.3496 2.9489 -2.2927  0.03
C: -4.4312 3.3043 -3.2600  0.00
C: -3.8549 3.9194 -4.5459  0.00
C: -2.4666 1.7790 -2.4361  0.14
N: -1.5063 1.7954 -1.4636  0.11
C: -1.7521 2.9147 -0.6926  0.13
C: -1.0180 3.3164 0.3786  0.10
C: 0.1883 2.7327 0.8065  0.19
C: 0.9736 3.2000 1.9205  0.10
C: 0.5572 4.2848 2.8615  0.01
C: -0.5498 3.8135 3.8217  0.01
C: 2.1041 2.4265 1.9453  0.06
C: 1.9806 1.4995 0.8676  0.23
C: 2.9488 0.4831 0.5591  0.15
C: 2.8382 -0.4555 -0.3970  0.08
N: 1.7820 -0.5795 -1.2914  0.15
C: 2.1031 -1.5997 -2.1201  0.11
C: 1.3235 -2.0601 -3.1651  0.32
C: 0.0491 -1.5203 -3.5559  0.21
N: -0.5783 -0.4812 -2.9186  0.02
C: -1.7180 -0.2363 -3.6319  0.15
C: -2.6078 0.8172 -3.4021  0.12
C: -1.8128 -1.1505 -4.7303  0.15
C: -0.6899 -1.9591 -4.6687  0.07
C: -0.2610 -2.9899 -5.6676  0.00
C: 0.5318 -2.3465 -6.8173  0.00
C: -2.9191 -1.2161 -5.7283  0.02
C: -4.1504 -1.9464 -5.1659  0.01
C: 3.3924 -2.1847 -1.7425  0.01
C: 3.8376 -1.4897 -0.6772  0.02
C: 5.0556 -1.7431 0.1491  0.00
C: 4.7145 -2.5930 1.3834  0.00
C: 4.0913 -3.2541 -2.5226  0.00
C: 4.7989 -2.6461 -3.7466  0.00
N: 0.8225 1.6942 0.1874  0.03
C: 3.2441 2.4928 2.9138  0.00
C: 3.1012 1.4492 4.0349  0.00
H: -2.8962 7.0403 -0.7150  0.00
H: -2.7766 6.2425 -2.2870  0.00
H: -1.5381 5.9614 -1.0590  0.00
H: -4.4698 5.0566 -0.9518  0.00
H: -3.3772 4.9221 0.4146  0.00
H: -5.1129 4.0144 -2.7936  0.00
H: -5.0102 2.4122 -3.5119  0.00
H: -3.2262 4.7796 -4.3120  0.00
H: -4.6595 4.2553 -5.1994  0.00
H: -3.2470 3.1971 -5.0938  0.00
H: -1.3623 4.1838 0.9236  0.00
H: 0.2022 5.1461 2.2899  0.00
H: 1.4191 4.6092 3.4435  0.00
H: -1.4090 3.4289 3.2667  0.00
H: -0.8840 4.6432 4.4451  0.00
H: -0.1866 3.0183 4.4750  0.00
H: 3.8497 0.4842 1.1588  0.00
H: 1.7202 -2.8670 -3.7638  0.01
H: -3.4450 0.9035 -4.0804  0.00
H: -1.1397 -3.4922 -6.0739  0.00
H: 0.3562 -3.7518 -5.1881  0.00
H: -0.1021 -1.6767 -7.3994  0.00
H: 0.9244 -3.1125 -7.4867  0.00
H: 1.3701 -1.7643 -6.4282  0.00
H: -2.5686 -1.7418 -6.6162  0.00
H: -3.2058 -0.2093 -6.0409  0.00
H: -3.8859 -2.9599 -4.8584  0.00
H: -4.9285 -2.0138 -5.9261  0.00
H: -4.5583 -1.4225 -4.2991  0.00
H: 5.5023 -0.7985 0.4657  0.00
H: 5.7961 -2.2661 -0.4554  0.00
H: 4.0349 -2.0541 2.0497  0.00
H: 5.6194 -2.8346 1.9403  0.00
H: 4.2345 -3.5258 1.0830  0.00
H: 3.3738 -4.0136 -2.8433  0.00
H: 4.8242 -3.7492 -1.8863  0.00
H: 4.1011 -2.0684 -4.3572  0.00
H: 5.2399 -3.4255 -4.3683  0.00
H: 5.5945 -1.9722 -3.4251  0.00
H: 3.2809 3.4884 3.3535  0.00
H: 4.1904 2.3408 2.3893  0.00
H: 2.1334 1.5567 4.5329  0.00
H: 3.8869 1.5718 4.7808  0.00
H: 3.1651 0.4337 3.6296  0.00
C: -3.1996 -4.7747 0.7452  0.00
N: -1.8850 -4.2717 0.3730  0.02
C: -1.2794 -4.5159 -0.7852  0.03
N: -1.9243 -5.2590 -1.6907  0.01
S: 0.2766 -3.8936 -1.1149  0.19
H: -3.4069 -4.4837 1.7701  0.00
H: -3.2333 -5.8642 0.6895  0.00
H: -3.9795 -4.3573 0.1046  0.00
H: -1.3954 -3.6682 1.0100  0.00
H: -2.8106 -5.6962 -1.5005  0.00
H: -1.4348 -5.5118 -2.5307  0.00
N: 0.8320 -1.2105 5.7408  0.00
C: 0.8690 -0.6961 7.0203  0.00
C: 1.4297 -1.1615 8.2080  0.00
C: 1.2488 -0.3718 9.3210  0.00
C: 0.5480 0.8489 9.2574  0.00
C: -0.0058 1.3015 8.0824  0.00
C: 0.1450 0.5032 6.9454  0.00
N: -0.3322 0.6870 5.6609  0.00
C: 0.0879 -0.3449 4.9831  0.00
C: -0.1648 -0.5003 3.5541  0.00
C: 0.6063 -1.3178 2.7299  0.01
C: 0.3646 -1.3247 1.3697  0.02
N: -0.5960 -0.5901 0.8035  0.18
C: -1.3726 0.1592 1.5992  0.02
C: -1.1975 0.2287 2.9620  0.01
H: 1.2083 -2.0978 5.4573  0.00
H: 1.9720 -2.0974 8.2624  0.00
H: 1.6476 -0.7017 10.2713  0.00
H: 0.4363 1.4345 10.1606  0.00
H: -0.5449 2.2393 8.0317  0.00
H: 1.4155 -1.9198 3.1250  0.00
H: 0.9571 -1.9372 0.7044  0.00
H: -2.1681 0.7137 1.1137  0.00
H: -1.8449 0.8397 3.5775  0.00

Forces on the atoms, in the same order (eV/Å):
-0.2 -0.2 0.6
-0.1 -0.1 0.1
0.2 0.1 -0.1
-0.1 0.0 0.0
0.0 -0.1 0.0
0.2 0.0 -0.1
-0.1 0.0 0.1
-0.1 -0.1 0.0
-0.1 0.1 -0.1
0.1 0.0 0.0
0.0 0.0 0.1
-0.1 0.2 0.0
0.0 0.0 0.1
-0.2 -0.2 0.0
0.2 0.1 -0.1
0.1 0.1 0.1
0.1 -0.1 0.0
0.0 0.1 0.1
0.2 0.1 0.1
0.0 -0.3 -0.2
0.1 0.2 0.1
-0.1 -0.1 0.3
0.0 0.0 0.2
0.2 -0.2 -0.1
-0.2 0.1 0.0
0.0 0.0 0.0
0.1 -0.2 -0.1
-0.1 0.0 -0.2
0.1 0.2 -0.1
0.0 -0.1 0.1
-0.1 -0.1 0.2
0.1 0.0 -0.1
0.1 0.0 -0.1
0.0 -0.1 0.0
-0.1 0.0 0.1
0.0 0.1 -0.1
-0.1 0.2 -0.1
0.0 -0.1 0.1
0.2 0.2 0.0
-0.1 -0.3 0.1
0.0 0.1 -0.1
0.0 0.0 0.0
0.0 0.0 0.0
0.0 0.0 0.0
0.0 0.0 0.1
-0.1 0.0 0.0
0.0 0.0 0.0
-0.1 0.0 0.1
0.0 0.0 0.0
0.0 0.0 0.0
0.0 0.0 0.0
0.0 0.0 0.0
0.1 0.1 0.0
0.0 0.1 -0.1
0.0 0.0 0.1
0.0 0.0 0.0
-0.1 0.0 0.0
-0.1 0.0 0.0
0.0 0.0 0.0
0.0 0.0 0.0
0.0 -0.1 0.1
-0.1 -0.1 0.0
0.0 0.0 0.0
0.0 0.1 0.0
0.0 0.0 0.0
0.0 0.1 0.0
0.0 0.0 -0.1
0.0 0.0 0.0
0.0 0.0 0.0
0.0 0.0 0.0
0.1 0.0 -0.1
0.0 0.1 0.0
0.0 0.0 0.0
0.0 0.0 0.0
0.0 0.0 0.0
0.0 0.0 0.1
-0.1 -0.1 0.0
0.0 0.0 0.0
0.0 0.0 0.0
0.0 0.0 0.0
0.0 0.0 0.0
0.0 0.1 0.0
0.1 0.0 0.0
0.0 0.0 0.0
0.0 0.0 0.1
0.0 0.0 -0.1
-0.1 0.0 0.1
-0.1 0.0 -0.2
0.0 0.0 0.1
0.1 0.0 -0.1
0.0 0.0 0.0
0.0 0.0 0.0
0.0 0.0 0.0
0.1 0.0 0.0
0.0 0.0 0.0
0.0 0.0 0.0
0.1 -0.1 -0.1
-0.1 0.1 0.0
0.0 -0.1 0.0
0.0 0.0 0.0
0.0 0.0 0.0
0.0 0.1 0.0
0.0 -0.1 0.0
-0.1 0.1 0.1
0.1 0.0 0.1
0.1 -0.1 -0.1
-0.1 0.0 0.1
0.0 -0.1 -0.1
0.2 0.3 -0.3
-0.2 -0.1 -0.1
-0.1 0.0 0.1
0.0 0.0 0.0
0.0 0.0 0.0
0.0 0.0 0.0
0.0 0.0 0.0
0.0 -0.1 0.0
0.0 0.0 -0.1
0.0 0.0 0.0
0.1 0.0 0.0
0.1 0.0 0.0

Calculated values
Relative energy (zero: lowest compared OMol25 entry of this formula, charge and spin)   0.878 eV
Frontier orbital gap (spin up / spin down)   4.94 / 4.11 eV
Total charge   +2
Multiplicity   5
HOMO (spin up / spin down)   -10.66 / -12.38 eV
⟨S²⟩   6.0338
E   -80289.215 eV